1.
{
  "formula": "C33H55As2Cl2N2O10PtSbSi3",
  "method": "ωB97M-V/def2-TZVPD",
  "max_force_ev_per_a": 2.28,
  "total_charge": 2,
  "e_tot_ev": -238691.672,
  "lumo_ev": -7.62,
  "de_lowest_kcal_mol": 23.1,
  "orbital_gap_ha": 0.1639,
  "elements": ["Pt", "N", "N", "C", "O", "O", "H", "H", "H", "C", "Si", "C", "C", "Sb", "Si", "C", "C", "C", "Si", "C", "C", "C", "H", "H", "H", "H", "H", "H", "H", "H", "H", "H", "H", "H", "H", "H", "H", "H", "H", "H", "H", "H", "H", "H", "H", "H", "H", "H", "H", "Cl", "C", "Cl", "H", "H", "C", "O", "C", "O", "C", "C", "As", "C", "C", "C", "As", "C", "C", "O", "O", "C", "C", "O", "O", "C", "C", "O", "O", "C", "H", "H", "H", "H", "H", "H", "H", "H", "H", "H", "H", "H", "H", "H", "H", "H", "H", "H", "C", "C", "C", "C", "C", "C", "C", "C", "H", "H", "H", "H", "H"],
  "xyz": [[1.26158, -0.83828, -0.90927], [2.64003, -2.79712, -0.59447], [1.75229, -3.87665, -0.53405], [0.40061, -3.67198, -0.37007], [-0.34912, -4.60526, -0.15763], [-0.00299, -2.42566, -0.48269], [3.26691, -2.91070, -1.38573], [3.20522, -2.70893, 0.24950], [2.10674, -4.79748, -0.32398], [-4.22375, 2.29052, -0.36076], [-4.63244, 0.49314, -0.67289], [-5.82240, 0.40702, -2.09534], [-5.18844, -0.49838, 0.80115], [-2.20820, -0.63865, -1.12710], [-2.94619, -3.04353, -2.13422], [-1.50730, -3.60290, -3.13722], [-3.53701, -4.07127, -0.73494], [-4.27968, -2.35393, -3.21637], [-1.34861, 1.34917, -2.76065], [-2.89870, 1.79784, -3.67551], [-0.18148, 0.60710, -3.97579], [-0.71757, 2.67845, -1.64413], [-4.93091, 2.71708, 0.35835], [-4.33067, 2.87009, -1.27476], [-3.21245, 2.42311, 0.02381], [-6.61205, 1.12682, -1.85358], [-6.29491, -0.56310, -2.22100], [-5.38769, 0.71249, -3.04516], [-6.01502, -0.00072, 1.31661], [-4.37833, -0.63771, 1.51631], [-5.54930, -1.47860, 0.48437], [-0.64974, -3.84427, -2.51844], [-1.22636, -2.84741, -3.87386], [-1.80071, -4.51133, -3.67469], [-2.68452, -4.51823, -0.22269], [-4.17356, -4.86826, -1.13128], [-4.12475, -3.48922, -0.02386], [-4.04365, -1.40045, -3.69523], [-5.22072, -2.25640, -2.68274], [-4.41677, -3.08766, -4.01826], [-3.34438, 0.95040, -4.19932], [-2.57444, 2.51212, -4.44124], [-3.65861, 2.28047, -3.07213], [-0.68270, -0.13612, -4.59881], [0.69605, 0.15650, -3.52508], [0.16320, 1.41663, -4.62822], [-1.53282, 3.32388, -1.31463], [0.00761, 3.28566, -2.19316], [-0.19557, 2.27375, -0.77664], [1.91930, -2.25764, -3.59570], [1.67216, -3.11150, -5.15275], [0.43691, -2.34980, -6.14508], [1.36769, -4.12454, -4.92030], [2.61660, -3.07887, -5.68158], [5.25570, 0.53720, -0.08801], [4.11688, 0.57461, 0.80282], [3.83897, -0.52268, 1.45753], [4.35973, -1.60629, 1.30328], [2.67092, -0.35112, 2.39454], [2.85874, -0.16667, 3.69513], [1.53464, -0.19369, 5.12777], [1.91911, 1.58055, 5.86714], [-0.03554, 0.36831, 4.06731], [-0.22793, 0.28498, 2.74411], [0.93283, -0.74285, 1.58209], [0.66891, -2.51055, 2.33114], [-1.48405, 0.79805, 2.13484], [-2.04267, 0.35239, 1.13956], [-1.96340, 1.78704, 2.81931], [-3.31709, 2.29469, 2.68842], [-1.11874, 0.90757, 4.98243], [-1.01510, 1.96147, 5.53222], [-2.19576, 0.13099, 5.18388], [-2.20932, -1.25830, 4.82453], [4.28340, -0.04969, 4.18231], [5.21322, 0.24069, 3.48241], [4.35840, -0.33097, 5.48021], [5.68840, -0.28688, 6.05103], [4.90715, 0.28946, -1.08816], [5.98460, -0.18666, 0.26353], [5.67007, 1.53976, -0.07586], [2.88904, 1.50888, 6.35125], [1.15940, 1.82835, 6.60148], [1.93254, 2.33518, 5.08529], [0.68793, -2.40725, 3.41559], [1.49000, -3.15169, 2.01883], [-0.27297, -2.93913, 1.99817], [-3.56409, 2.67117, 3.67536], [-3.99590, 1.49232, 2.39811], [-3.32438, 3.10382, 1.96488], [-3.20493, -1.61002, 5.07435], [-1.47518, -1.81344, 5.40916], [-2.02602, -1.40921, 3.76040], [5.56083, -0.52295, 7.10120], [6.11207, 0.70573, 5.92041], [6.32006, -1.02284, 5.56046], [2.14704, 0.78743, -1.44335], [2.64273, 1.80037, -1.88484], [3.19188, 3.03765, -2.36836], [3.03873, 3.41007, -3.70486], [3.53918, 4.62216, -4.15291], [4.20576, 5.46665, -3.27601], [4.37081, 5.09747, -1.94805], [3.86307, 3.89174, -1.49145], [2.53756, 2.73638, -4.38877], [3.41731, 4.90565, -5.18984], [4.60092, 6.40981, -3.62846], [4.89680, 5.75214, -1.26606], [3.97938, 3.60246, -0.45460]]
}


2.
{
  "formula": "C33H55IrN6O3PS",
  "method": "ωB97M-V/def2-TZVPD",
  "max_force_ev_per_a": 0.15,
  "s2": 0.758,
  "total_charge": 2,
  "spin_multiplicity": 2,
  "e_tot_ev": -73145.787,
  "lumo_ev": [-5.41, -6.67],
  "de_lowest_kcal_mol": 0.0,
  "orbital_gap_ha": [0.2997, 0.2544],
  "elements": ["Ir", "C", "C", "N", "O", "C", "C", "N", "O", "H", "H", "H", "H", "H", "H", "H", "C", "C", "C", "C", "P", "N", "C", "C", "C", "C", "C", "C", "C", "C", "H", "H", "H", "H", "H", "H", "H", "H", "H", "H", "H", "H", "H", "H", "H", "H", "H", "H", "H", "H", "H", "H", "H", "H", "H", "H", "H", "C", "C", "C", "N", "C", "S", "N", "C", "O", "C", "C", "C", "C", "C", "C", "H", "H", "H", "H", "H", "H", "H", "H", "H", "H", "H", "H", "H", "H", "C", "C", "C", "C", "N", "C", "C", "H", "H", "H", "H", "H", "H", "H"],
  "xyz": [[0.09831, 0.31557, -0.37759], [-1.18363, -2.19482, 2.89946], [-0.89260, -1.47813, 1.62271], [0.00675, -0.55773, 1.46888], [0.75854, -0.05971, 2.50845], [-1.63278, -1.78566, 0.42332], [-2.63811, -2.87202, 0.25562], [-1.33875, -1.02413, -0.61557], [-1.86148, -1.17367, -1.73342], [-0.57619, -1.88398, 3.74667], [-1.01710, -3.26350, 2.75766], [-2.23158, -2.05975, 3.16820], [0.40297, -0.40398, 3.34228], [-2.81506, -3.40495, 1.18596], [-2.30159, -3.58346, -0.50148], [-3.58296, -2.46062, -0.10282], [4.96580, 0.95874, -1.41140], [4.24650, -0.13866, -2.20915], [5.29561, -1.01344, -2.90819], [3.39938, 0.58613, -3.26768], [3.12173, -1.12183, -1.07991], [1.87666, -0.10240, -0.72249], [2.45901, -2.65693, -1.91600], [3.49426, -3.79171, -1.93050], [2.03488, -2.34294, -3.35953], [1.17493, -3.13532, -1.21418], [3.94200, -1.49914, 0.56966], [3.09635, -2.50989, 1.35917], [5.35361, -2.07433, 0.38976], [4.01542, -0.22460, 1.42833], [5.48382, 1.59302, -2.13339], [5.72216, 0.56913, -0.73565], [4.27099, 1.58470, -0.85079], [5.94523, -0.35073, -3.48373], [4.85681, -1.71919, -3.60932], [5.92746, -1.56057, -2.21146], [4.07063, 1.23713, -3.83234], [2.63332, 1.20358, -2.80173], [2.91612, -0.07893, -3.97482], [4.44840, -3.49842, -2.36338], [3.09186, -4.59686, -2.54806], [3.67512, -4.20586, -0.94092], [2.87447, -2.16850, -4.02752], [1.34698, -1.49662, -3.40656], [1.49878, -3.21630, -3.73575], [1.25051, -3.22410, -0.13508], [0.94362, -4.12546, -1.61222], [0.34094, -2.48509, -1.46713], [3.05980, -3.49324, 0.89770], [2.08094, -2.14821, 1.52164], [3.56573, -2.62799, 2.33736], [5.37472, -2.98150, -0.21045], [5.72946, -2.33173, 1.38213], [6.04863, -1.35514, -0.03688], [3.03934, 0.23605, 1.56115], [4.70595, 0.51668, 1.04345], [4.38001, -0.52444, 2.41293], [-1.67044, 4.21640, -5.57173], [-1.15996, 5.07094, -4.41849], [0.30692, 4.82726, -4.08457], [0.54448, 3.42268, -3.69995], [0.26383, 2.84711, -2.54628], [-0.18136, 1.18382, -2.57776], [0.22311, 3.52688, -1.37581], [0.77991, 4.75515, -0.88615], [0.17346, 5.29164, 0.00198], [2.09287, 5.20251, -1.39598], [3.02314, 4.30978, -1.92046], [4.25322, 4.77665, -2.35203], [4.54825, 6.13161, -2.27240], [3.62398, 7.02110, -1.73882], [2.40004, 6.55766, -1.28840], [-2.70180, 4.46846, -5.81170], [-1.65110, 3.15066, -5.33180], [-1.07516, 4.37541, -6.47292], [-1.76176, 4.90145, -3.52026], [-1.26144, 6.13023, -4.66235], [0.64865, 5.48536, -3.29383], [0.94408, 5.01561, -4.94877], [0.60552, 2.77212, -4.47153], [-0.39537, 3.12085, -0.68726], [2.79862, 3.25192, -1.96694], [4.98715, 4.08747, -2.74818], [5.50651, 6.49470, -2.61917], [3.86208, 8.07340, -1.66776], [1.67279, 7.23228, -0.85625], [-4.67977, 4.09848, 1.64396], [-3.60449, 3.16999, 1.17823], [-3.73223, 2.42044, 0.01227], [-2.70539, 1.59931, -0.40532], [-1.55794, 1.48822, 0.28457], [-1.42472, 2.19720, 1.42388], [-2.41081, 3.03394, 1.88906], [-5.61328, 3.93064, 1.11207], [-4.37122, 5.13229, 1.47582], [-4.85564, 3.98400, 2.71318], [-4.63464, 2.47256, -0.58184], [-2.77976, 1.01360, -1.31273], [-0.48647, 2.08306, 1.95217], [-2.24241, 3.59097, 2.80087]]
}


3.
{
  "formula": "C33H55N8S",
  "method": "ωB97M-V/def2-TZVPD",
  "max_force_ev_per_a": 6.37,
  "total_charge": 1,
  "e_tot_ev": -57849.807,
  "lumo_ev": -4.50,
  "orbital_gap_ha": 0.2619,
  "elements": ["C", "C", "C", "C", "C", "C", "C", "C", "C", "S", "C", "C", "N", "C", "C", "N", "N", "H", "H", "H", "H", "H", "H", "H", "H", "H", "H", "H", "H", "H", "H", "H", "H", "H", "H", "H", "H", "C", "C", "C", "C", "N", "H", "H", "H", "H", "H", "H", "H", "C", "C", "C", "C", "N", "H", "H", "H", "H", "H", "H", "H", "C", "C", "C", "C", "N", "H", "H", "H", "H", "H", "H", "H", "C", "C", "C", "C", "N", "H", "H", "H", "H", "H", "H", "H", "C", "C", "C", "C", "N", "H", "H", "H", "H", "H", "H", "H"],
  "xyz": [[6.10673, 0.11508, 0.10456], [5.08091, -0.49613, -0.82409], [4.58004, 0.38989, -2.13728], [3.28681, 1.30724, -1.60548], [2.05495, 0.52692, -0.88363], [0.75555, 1.34049, -0.27851], [-0.52107, 0.63964, 0.47746], [-1.53268, 0.08452, -0.69980], [-3.12056, 0.06401, -0.27484], [-3.94820, 1.76943, -0.44772], [0.88963, 2.98584, -0.55208], [-0.32987, 3.96243, -0.00135], [2.12245, 3.42037, -1.28085], [2.15639, 4.94761, -1.54119], [2.64734, 5.78239, -0.17754], [3.74886, 5.30844, 0.52827], [3.21196, 2.77887, -1.75917], [6.31727, -0.47753, 1.09479], [6.63300, 1.14807, -0.13106], [4.62183, -1.55812, -0.58529], [5.44237, 1.05355, -2.58480], [4.10447, -0.35815, -2.93495], [2.12379, -0.64901, -0.77948], [-1.03604, 1.35167, 1.26050], [-0.13484, -0.30038, 1.08108], [-1.43345, 0.83679, -1.62122], [-1.12103, -0.94392, -1.08187], [-3.67214, -0.62173, -1.08129], [-3.29420, -0.42470, 0.77570], [-3.74658, 2.39143, 0.81470], [-0.18915, 4.17015, 1.14192], [-0.51946, 4.91026, -0.65910], [-1.32029, 3.30192, -0.08964], [1.15120, 5.35065, -1.98616], [2.99215, 5.20148, -2.35489], [2.10556, 6.78902, 0.16601], [4.13235, 4.44166, 0.09031], [9.56462, -1.26242, 5.38899], [8.65272, -0.09540, 5.03087], [7.82935, -0.34085, 3.76686], [8.66778, -0.45063, 2.56615], [9.33065, -0.54315, 1.61821], [10.31759, -1.43589, 4.61464], [10.09208, -1.05356, 6.32489], [8.98833, -2.18342, 5.52235], [9.25807, 0.81270, 4.91856], [7.96695, 0.07934, 5.86821], [7.12818, 0.49195, 3.63673], [7.22528, -1.24764, 3.88491], [3.67878, 0.36582, -7.34629], [3.73925, 1.56634, -6.40989], [2.66747, 1.53471, -5.32077], [1.30969, 1.64556, -5.86930], [0.23654, 1.72732, -6.30312], [2.73818, 0.33875, -7.90416], [4.49532, 0.41496, -8.07332], [3.77644, -0.57117, -6.78893], [3.65309, 2.48731, -6.99989], [4.72554, 1.58451, -5.93151], [2.84221, 2.36899, -4.63117], [2.75908, 0.61405, -4.73334], [-4.72531, 5.57662, -4.23888], [-5.38611, 4.22076, -4.02267], [-6.65566, 4.29826, -3.17524], [-6.38260, 4.72617, -1.79718], [-6.16762, 5.06985, -0.70988], [-4.38485, 6.01240, -3.29503], [-3.85208, 5.46942, -4.88980], [-5.41807, 6.27897, -4.71315], [-4.66269, 3.53780, -3.56013], [-5.64262, 3.79920, -5.00167], [-7.12534, 3.30777, -3.15417], [-7.37545, 4.97995, -3.64244], [-3.16263, -4.19225, 4.00291], [-4.07454, -3.02523, 3.64478], [-4.89791, -3.27068, 2.38078], [-4.05948, -3.38045, 1.18006], [-3.39661, -3.47297, 0.23212], [-2.40966, -4.36571, 3.22856], [-2.63518, -3.98339, 4.93880], [-3.73892, -5.11324, 4.13626], [-3.46918, -2.11713, 3.53248], [-4.76031, -2.85048, 4.48212], [-5.59907, -2.43788, 2.25065], [-5.50197, -4.17746, 2.49883], [-5.98749, -8.52821, 3.06036], [-6.91740, -8.26135, 4.23758], [-6.87326, -6.81283, 4.72309], [-5.56440, -6.45016, 5.28174], [-4.52845, -6.16183, 5.71787], [-4.93947, -8.37467, 3.33374], [-6.09509, -9.56405, 2.72393], [-6.22400, -7.87120, 2.21743], [-6.66381, -8.94408, 5.05812], [-7.94302, -8.49773, 3.93072], [-7.63995, -6.67722, 5.49504], [-7.12909, -6.13532, 3.90051]]
}